--- 1 ---
Here is a 2-piece molecular cluster, C6H12NS overall from the OMol25 dataset. Energies are from ωB97M-V/def2-TZVPD.

Each line ends with the Mulliken charge.
Geometry (Å):
C (-1.01196, -0.55316, 0.01230)  0.338
C (0.13737, 0.04620, 0.12867)  0.319
C (-2.09455, 0.45803, -0.07654)  -0.716
C (-1.49625, 1.82604, 0.17814)  -0.397
C (-1.20762, -1.98351, -0.11674)  -1.579
C (2.16234, -0.66494, 0.23485)  -0.684
N (2.81519, 0.55570, -0.20982)  -0.300
S (0.22952, 1.76280, -0.09846)  -0.344
H (-2.24100, 0.37854, -1.14979)  0.271
H (-2.99380, 0.16986, 0.50569)  0.403
H (-1.84313, 2.53284, -0.53917)  0.366
H (-1.75253, 2.11900, 1.33348)  0.305
H (-0.28911, -2.33974, -0.26041)  0.427
H (-2.05737, -2.10141, -0.70990)  0.392
H (-1.58868, -2.47729, 0.74443)  0.347
H (2.22730, -1.50474, -0.52792)  0.423
H (2.18248, -0.80827, 1.33314)  0.384
H (2.30602, 1.34919, 0.32819)  0.326
H (2.69638, 0.74986, -1.17886)  0.343
H (3.81940, 0.48500, 0.06872)  0.377

Computed properties:
Total charge: +1
Gap between HOMO and LUMO in eV: 8.2535
2S+1: 1
LUMO level in Eh: -0.129

=====

--- 2 ---
Here is an isolated ion of composition C6H12NS and charge +1 from the OMol25 dataset. Energies are from ωB97M-V/def2-TZVPD.

Each line ends with the Mulliken charge.
Geometry (Å):
C (0.03303, 0.33072, -2.40105)  -1.384
C (-0.13486, 0.46362, -0.86318)  0.181
C (-0.91999, 1.44704, -0.31214)  -0.388
S (-1.25571, 1.21169, 1.36230)  -0.101
C (0.08419, -0.03016, 1.54005)  0.005
C (1.30844, 0.77749, 1.88721)  -1.375
C (0.20269, -0.68236, 0.19839)  -0.391
N (-0.69611, -1.90306, -0.10337)  -0.207
H (0.36452, -0.65083, -2.62723)  0.352
H (0.53863, 1.18582, -2.94467)  0.342
H (-0.95014, 0.54150, -2.78068)  0.397
H (-1.37060, 2.13563, -0.90378)  0.553
H (-0.10075, -0.62450, 2.37586)  0.511
H (1.54611, 1.49975, 1.02712)  0.327
H (2.13996, 0.24787, 2.29318)  0.419
H (0.95738, 1.49202, 2.72851)  0.358
H (1.20425, -1.00205, 0.15123)  0.309
H (-1.68709, -1.59872, -0.01126)  0.405
H (-0.69862, -2.66934, 0.47600)  0.322
H (-0.56533, -2.17214, -1.09247)  0.366

Computed properties:
Total charge: +1
Gap between HOMO and LUMO in eV: 8.3588
2S+1: 1
LUMO level in Eh: -0.135
SMILES: CC1=CS[C@H](C)[C@H]1[NH3+]

=====

--- 3 ---
Here is an isolated ion of composition C6H12NS and charge +1 from the OMol25 dataset. Energies are from ωB97M-V/def2-TZVPD.

Each line ends with the Mulliken charge.
Geometry (Å):
C (-0.79894, -1.44936, -0.58364)  -0.315
C (0.45121, -1.42663, -0.26669)  -0.531
C (-1.81839, -0.47225, -0.33572)  -0.492
C (1.12796, -0.19167, 0.11839)  0.112
C (-0.28126, 1.30862, 0.47249)  -0.710
C (1.93617, 0.44405, -0.94367)  -1.434
N (-1.47841, 0.49338, 0.81327)  -0.041
S (0.19180, 2.14852, 1.91667)  -0.226
H (-1.25674, -2.48885, -0.84847)  0.272
H (1.03124, -2.29047, -0.35074)  0.535
H (-1.79441, 0.09001, -1.32914)  0.260
H (-2.73879, -0.96200, -0.31552)  0.494
H (1.64607, -0.17798, 1.07269)  0.460
H (-0.21073, 1.77961, -0.55225)  0.471
H (1.56286, 0.30683, -1.92493)  0.396
H (2.85817, -0.00490, -1.02401)  0.468
H (2.08382, 1.55737, -0.67634)  0.308
H (-2.34194, 1.15804, 0.96090)  0.385
H (-1.22846, -0.05434, 1.58723)  0.385
H (-0.13033, 3.49460, 1.82558)  0.201

Computed properties:
Total charge: +1
Gap between HOMO and LUMO in eV: 10.1234
2S+1: 1
LUMO level in Eh: -0.119

=====

Of them, 2 has the highest stability.